Computed, not measured: a structure of composition C19H42NOP3SYb, with ωB97M-V/def2-TZVPD.

Last column: Mulliken charge in e.
Atoms and positions in Å:
Yb: 0.978 1.608 -0.652  0.517
P: -0.413 0.876 2.312  1.256
P: 0.857 3.232 1.962  0.943
P: -0.995 -4.024 -1.424  1.164
H: 1.252 0.947 -3.568  0.394
C: 1.619 -0.028 -3.238  -0.638
C: 0.536 -1.086 -3.424  -0.635
H: -0.263 -1.029 -2.726  0.068
C: 0.651 -0.081 3.472  -1.474
C: -1.583 1.581 3.557  -1.703
C: -1.460 -0.527 1.701  -1.043
C: 1.192 3.874 0.303  -1.406
C: 0.013 4.620 2.762  -1.428
C: 2.514 3.216 2.721  -1.348
C: -1.208 -5.618 -2.240  -1.261
C: -2.556 -3.124 -1.447  -1.163
C: -0.467 -4.324 0.276  -1.152
H: 2.502 -0.227 -3.893  0.429
H: 0.221 -1.435 -4.409  0.578
H: 0.152 -0.206 4.442  0.424
H: 1.606 0.429 3.633  0.292
H: 0.853 -1.072 3.053  0.417
H: -2.154 0.765 4.023  0.508
H: -2.285 2.271 3.071  0.401
H: -1.047 2.134 4.338  0.464
H: -2.422 -0.540 2.230  0.472
H: -0.956 -1.483 1.880  0.264
H: -1.658 -0.453 0.625  -0.062
H: 1.434 4.935 0.373  0.681
H: 0.306 3.771 -0.354  0.375
H: 2.081 3.437 -0.198  0.381
H: 0.561 4.978 3.631  0.447
H: -0.989 4.346 3.086  0.336
H: -0.078 5.446 2.060  0.476
H: 2.710 4.153 3.243  0.492
H: 3.266 3.096 1.945  0.361
H: 2.625 2.399 3.433  0.313
H: -1.200 -6.389 -1.454  0.423
H: -0.382 -5.792 -2.945  0.388
H: -2.182 -5.629 -2.751  0.430
H: -3.299 -3.832 -1.841  0.479
H: -2.466 -2.237 -2.093  0.234
H: -2.799 -2.850 -0.412  0.357
H: -0.781 -5.355 0.481  0.514
H: -1.009 -3.619 0.921  0.187
H: 0.626 -4.231 0.359  0.327
C: 2.250 -1.779 -1.532  0.090
C: 2.323 -1.944 -0.146  -0.269
C: 2.693 -0.851 0.707  -0.973
C: 3.229 0.334 0.121  -0.740
C: 3.038 0.558 -1.235  -1.117
C: 1.981 -0.290 -1.792  1.055
S: 1.442 -2.829 -2.798  -0.110
H: 0.119 -3.105 -2.136  -0.294
H: 2.054 -2.915 0.286  0.644
H: 2.589 -0.917 1.790  0.842
H: 3.863 0.916 0.772  0.795
H: 3.609 1.282 -1.842  0.651
H: 1.000 -0.363 -1.221  -0.196
C: -2.657 1.765 -3.089  -1.273
C: -2.208 1.525 -1.697  0.683
N: -3.078 1.647 -0.690  -0.208
O: -0.999 1.230 -1.410  -0.494
H: -3.423 2.546 -3.110  0.491
H: -3.096 0.852 -3.507  0.306
H: -1.802 2.074 -3.690  0.298
H: -2.774 1.515 0.282  0.090
H: -4.058 1.827 -0.887  0.252

net charge: +3
<S²>: 0.80
E_HOMO (spin up / spin down): -14.781 / -14.651 eV
HOMO-LUMO gap (spin up / spin down): 6.17 / 4.02 eV
LUMO (spin up / spin down): -8.61 / -10.63 eV
spin multiplicity: 2
energy above the lowest of the compared OMol25 structures with the same formula, charge and spin: 421.9 kJ/mol